Here is a cluster of 4 separate species, C6H12N2O7 in total from OMol25. Energies are from ωB97M-V/def2-TZVPD.

Results
Spin multiplicity   3
LUMO level (spin up / spin down)   0.12 / -2.74 eV
HOMO (spin up / spin down)   -6.91 / -10.24 eV

The geometry in XYZ format:
```
27
Properties=species:S:1:pos:R:3:forces:R:3:mulliken_spin:R:1
C 4.684672 0.556164 0.194590 0.084 0.225 -0.159 -0.001
C -2.418740 1.324801 0.022178 3.941 4.027 0.698 0.061
C -0.968579 0.572945 0.223380 1.204 1.568 -1.001 0.193
C -0.228730 0.968422 -1.111643 -1.414 -0.361 0.165 0.072
C 1.188204 0.743946 -1.034001 2.036 -1.751 -1.433 0.778
C 1.454360 -2.170825 -0.201499 0.193 -0.039 -3.721 -0.011
N 1.742352 -2.080126 -1.318980 0.253 -0.194 0.257 0.017
N 1.009481 -2.441163 0.960694 -2.450 0.123 5.505 -0.001
O 4.697387 0.877031 -0.908403 0.047 0.113 -0.883 0.000
O 4.714036 0.256584 1.306792 -0.134 -0.359 0.945 0.000
O -3.521004 -2.103190 0.893035 3.842 2.628 1.040 0.012
O -3.232335 0.777754 0.804458 -2.000 -1.048 1.624 0.678
O -0.154307 0.732645 1.428096 -2.207 0.175 -1.637 0.006
O -0.899639 0.331593 -2.197840 1.875 -2.603 -0.373 0.013
O 1.929598 1.326574 -0.089867 1.349 0.936 0.988 0.110
H -2.051977 2.426668 0.261698 -0.849 -1.270 0.192 0.045
H -2.471700 1.314640 -1.032577 -0.865 -0.735 -1.393 -0.012
H -1.320819 -0.379471 0.057641 -0.009 -2.752 0.205 0.012
H -0.422653 2.008043 -1.308252 -0.097 0.998 0.180 0.033
H 1.783385 0.013599 -1.676189 -1.246 1.525 0.860 -0.015
H 1.545040 -2.050728 1.746454 -0.097 -0.353 -0.580 0.000
H -0.024463 -2.380196 1.253005 2.073 -0.194 -1.427 0.001
H -4.391836 -1.980463 0.580034 -1.369 0.705 -0.541 -0.001
H -3.045359 -1.135518 0.977441 -2.608 -3.494 -0.451 0.003
H -0.691269 1.376463 1.893971 0.131 0.238 0.867 0.005
H -0.404692 -0.550479 -2.440625 -1.267 2.427 0.825 0.006
H 1.499599 1.664282 0.716406 -0.415 -0.537 -0.752 -0.002
```
Forces are in eV/Å.



Here is a structure of composition C24H42N6PSiTi from OMol25. Energies are from ωB97M-V/def2-TZVPD.

Results
Spin multiplicity   2
LUMO level (spin up / spin down)   -5.85 / -5.95 eV
Charge   +2
HOMO (spin up / spin down)   -13.61 / -13.13 eV

The geometry in XYZ format:
```
75
Properties=species:S:1:pos:R:3:forces:R:3:mulliken_spin:R:1
Ti 0.314289 0.242258 0.119270 -0.634 -0.263 -0.274 1.037
C 5.731808 -0.276340 -0.035184 -0.108 -0.002 -0.003 0.001
N 4.356117 -0.637689 -0.379180 -0.072 -0.088 -0.116 0.010
C 4.001749 -1.694054 -1.170613 -0.047 0.014 0.027 -0.008
C 2.636705 -1.703706 -1.235475 0.140 0.021 -0.026 0.029
N 2.159981 -0.663645 -0.490611 0.066 0.093 0.074 -0.040
C 3.219895 -0.030149 0.018538 -0.220 0.261 0.277 0.051
P 3.125845 1.420494 1.146558 0.405 0.020 -0.065 -0.011
C 2.077050 2.510933 0.110881 0.232 -0.218 -0.197 0.036
N 1.024278 2.122845 -0.622209 0.092 0.047 0.290 -0.020
C 0.757344 3.133204 -1.504365 -0.059 -0.031 0.093 0.014
C 1.656859 4.136888 -1.302332 0.012 -0.011 -0.006 -0.003
N 2.486007 3.734342 -0.293436 -0.198 -0.049 0.036 0.004
C 3.602820 4.533261 0.215780 -0.102 -0.090 0.001 0.000
C 2.012958 0.698639 2.398553 0.215 -0.197 -0.137 0.058
N 0.913969 -0.023646 2.151229 0.172 0.223 0.044 -0.022
C 0.582241 -0.654093 3.317015 -0.076 0.093 0.017 0.015
C 1.491704 -0.309071 4.274502 -0.005 0.018 -0.038 -0.005
N 2.389079 0.535373 3.687612 -0.219 -0.004 0.009 0.008
C 3.534692 1.125478 4.384261 -0.128 -0.006 -0.105 0.000
H 6.394278 -0.859131 -0.667632 0.046 0.035 0.027 0.000
H 5.926827 -0.512272 1.008917 0.050 0.038 -0.019 0.000
H 5.891658 0.781966 -0.226041 0.050 -0.019 0.040 0.000
H 4.741719 -2.336565 -1.613618 -0.013 -0.038 -0.031 0.000
H 1.990915 -2.377700 -1.769576 -0.015 -0.021 -0.006 -0.001
H -0.049194 3.073070 -2.213171 0.018 0.061 -0.026 -0.001
H 1.774653 5.093927 -1.779416 -0.022 0.016 -0.034 0.000
H 3.261426 5.558039 0.336356 0.075 0.008 -0.001 0.000
H 4.430408 4.488545 -0.488910 0.025 0.057 0.045 0.000
H 3.908791 4.141849 1.181115 0.055 0.038 -0.022 0.000
H -0.272291 -1.301848 3.399371 0.005 -0.004 0.023 -0.002
H 1.569714 -0.581723 5.312041 -0.025 -0.031 0.028 0.000
H 3.217825 1.376384 5.392623 0.093 0.007 0.020 0.000
H 3.839168 2.031910 3.869844 0.050 -0.017 0.033 0.000
H 4.354600 0.411247 4.410587 0.031 0.044 0.048 0.000
C -1.187896 -2.548424 -2.750283 0.113 -0.135 0.023 -0.013
C -1.783926 -1.157701 -2.493211 0.080 -0.072 -0.086 -0.072
C -3.112946 -1.071199 -3.253102 -0.039 0.064 -0.035 -0.012
C -0.787969 -0.143139 -3.085098 0.167 0.012 0.099 0.025
Si -1.962410 -0.817957 -0.619187 0.010 0.088 -0.093 0.027
C -2.951818 0.786010 -0.186121 -0.073 0.098 0.110 -0.037
C -2.395825 1.330190 1.142176 0.343 0.064 0.239 0.024
C -2.813649 1.935428 -1.193115 0.144 -0.005 -0.138 -0.011
C -4.459971 0.529209 -0.028997 -0.017 -0.065 -0.051 -0.009
C -2.418409 -2.353518 0.428720 -0.091 -0.046 0.076 -0.040
C -2.819958 -2.002221 1.869915 0.066 0.095 0.029 -0.010
C -1.191215 -3.275230 0.517497 0.227 -0.020 -0.019 -0.024
C -3.575048 -3.142443 -0.204493 -0.052 -0.026 -0.027 -0.012
H -0.970235 -2.656104 -3.815571 -0.027 0.005 -0.052 0.000
H -1.859127 -3.362689 -2.475512 0.043 0.105 -0.049 -0.001
H -0.247944 -2.713366 -2.214387 0.006 0.079 -0.021 0.002
H -2.939338 -1.266751 -4.314888 0.006 -0.014 -0.031 -0.003
H -3.581031 -0.089867 -3.181898 0.003 0.011 0.026 0.000
H -3.833749 -1.810289 -2.903807 -0.005 -0.033 0.046 0.002
H -0.560363 -0.402421 -4.122340 -0.033 0.004 -0.050 0.001
H 0.187663 -0.155607 -2.563991 -0.081 -0.037 -0.010 -0.004
H -1.151553 0.881679 -3.085345 -0.125 0.084 0.055 0.002
H -1.296859 1.553762 1.144761 -0.217 -0.065 -0.182 -0.005
H -2.567112 0.681884 2.000003 -0.059 -0.038 -0.045 0.002
H -2.828587 2.308839 1.370428 -0.109 -0.031 0.009 0.003
H -1.783042 2.281608 -1.309970 0.000 -0.092 0.042 0.006
H -3.384561 2.788232 -0.817111 -0.023 0.038 -0.027 0.001
H -3.200620 1.699977 -2.182891 -0.005 -0.057 0.014 0.000
H -4.708499 -0.231086 0.707558 0.065 -0.015 0.028 0.001
H -4.903147 0.222719 -0.977194 0.002 -0.010 -0.043 0.002
H -4.960378 1.452615 0.274815 -0.006 0.038 0.021 -0.003
H -2.078221 -1.378673 2.375674 0.042 -0.035 -0.030 0.001
H -2.914719 -2.923943 2.447731 -0.014 -0.051 0.017 0.000
H -3.773439 -1.483075 1.945133 -0.005 0.000 -0.069 -0.001
H -0.297340 -2.758671 0.898683 -0.070 0.022 0.021 0.010
H -0.920412 -3.722204 -0.439403 -0.059 0.034 0.080 -0.004
H -1.396034 -4.092693 1.212447 -0.033 -0.061 -0.001 0.001
H -4.488247 -2.552150 -0.288032 -0.008 0.067 -0.001 0.003
H -3.810750 -4.006325 0.422752 0.009 -0.032 0.022 -0.002
H -3.327204 -3.523402 -1.195632 -0.061 0.028 0.079 0.001
```
Forces are in eV/Å.



Here is the molecule C11H9N from OMol25. Energies are from ωB97M-V/def2-TZVPD.

Results
LUMO level   0.58 eV
Energy relative to the best compared isomer or geometry (same formula, charge and spin)   2.988 eV
HOMO   -8.74 eV
SMILES string   c1ccc(-c2ccccn2)cc1

The geometry in XYZ format:
```
21
Properties=species:S:1:pos:R:3:forces:R:3:mulliken_charge:R:1
C 3.406523 -0.053846 -0.056316 8.479 -2.733 1.709 0.018
C 2.824578 -1.273607 -0.227172 -0.322 -1.788 -0.180 -0.621
C 1.492242 -1.309538 -0.164477 -8.095 -0.030 1.205 -0.107
C 0.648019 -0.065225 -0.083529 2.897 -0.443 -0.937 0.530
C 1.486376 1.036970 0.035022 -6.534 4.245 -1.680 0.128
C 2.808671 1.065393 0.154106 1.047 4.279 1.023 -0.730
C -0.931623 0.004838 -0.170059 7.669 2.023 0.760 0.403
C -1.591373 1.169151 -0.108682 -1.887 -0.839 -0.696 -0.662
C -2.943502 0.960708 -0.088888 -0.971 3.917 0.055 -0.201
C -3.577593 -0.228535 -0.201091 -1.874 -2.366 0.715 -0.514
C -2.727810 -1.301873 0.183773 0.056 0.228 -0.042 -0.283
H 4.589931 0.005377 0.283111 -2.764 -0.625 -1.551 0.117
H 3.299434 -2.239117 -0.329841 0.673 0.295 0.121 0.378
H 0.659857 -2.193023 0.032989 2.993 1.446 -1.075 0.210
H 0.999895 2.124198 -0.187048 0.834 -2.403 1.125 -0.028
H 3.385734 1.991776 0.443022 -0.905 -1.094 -0.600 0.308
H -1.048680 2.040553 -0.059189 0.498 2.100 0.091 0.407
H -3.587531 1.822036 0.122232 0.134 -0.041 -0.643 0.340
H -4.751392 -0.192805 -0.391817 2.804 -0.666 0.768 0.253
H -3.065438 -2.283098 0.599891 0.190 0.943 -0.797 0.378
N -1.376318 -1.080343 0.213958 -4.920 -6.448 0.628 -0.324
```
Forces are in eV/Å.



Here is a cluster of 2 separate species, C2H9N3O in total from OMol25. Energies are from ωB97M-V/def2-TZVPD.

Results
LUMO level   0.95 eV
Energy relative to the best compared isomer or geometry (same formula, charge and spin)   2.125 eV
HOMO   -9.12 eV
SMILES string   [H]/N=C/N.NCO

The geometry in XYZ format:
```
15
Properties=species:S:1:pos:R:3:forces:R:3:mulliken_charge:R:1
N -1.646215 -0.970767 0.588869 -0.516 1.247 0.207 -0.619
C -2.280844 -0.128040 -0.140097 0.042 -0.717 0.157 0.150
N -1.659793 0.968165 -0.689595 0.332 -1.028 -0.614 -0.410
H 0.097704 -1.160787 -0.065329 0.657 0.039 0.857 0.206
H -2.338761 -1.551628 1.049177 0.242 -0.870 -0.574 0.203
H -3.269711 -0.425133 -0.509671 -0.423 0.954 0.575 0.316
H -1.986876 1.910254 -0.655000 -0.356 -0.038 -0.204 0.207
H -0.715793 0.770088 -0.969449 0.486 0.636 0.217 0.213
N 1.891996 0.857296 -0.285335 1.024 -0.744 -0.579 -0.622
C 1.968970 -0.534227 0.392692 -1.303 2.638 -1.434 -0.163
O 1.040905 -1.431127 -0.100359 -0.193 -0.285 -0.389 -0.459
H 1.309132 1.594517 0.091428 -0.511 -0.631 0.675 0.197
H 2.824832 1.243396 -0.151000 -0.016 -0.033 -0.416 0.226
H 1.848850 -0.224740 1.426703 0.301 -1.213 0.642 0.292
H 2.915610 -0.917271 0.016971 0.233 0.045 0.881 0.265
```
Forces are in eV/Å.



Here is a structure of composition C27H38BrInN6O3SSi2Te from OMol25. Energies are from ωB97M-V/def2-TZVPD.

Results
LUMO level   3.74 eV
Energy relative to the best compared isomer or geometry (same formula, charge and spin)   0.289 eV
Charge   -2
HOMO   -1.52 eV

The geometry in XYZ format:
```
80
Properties=species:S:1:pos:R:3:forces:R:3:mulliken_charge:R:1
In -0.188393 0.442877 0.174769 -0.023 0.220 0.251 1.843
O -2.662392 -3.121842 1.642370 0.117 0.142 -0.122 -0.861
C -2.406480 -1.935766 1.355290 0.173 -0.052 0.207 -0.197
O -1.324391 -1.316769 1.588358 -0.551 -0.165 -0.207 -0.620
C -3.552086 -1.171008 0.679598 0.076 0.004 0.105 0.678
C -4.867440 -1.577156 0.901563 -0.030 -0.033 -0.002 -0.794
C -5.892832 -0.870187 0.301624 0.002 -0.041 0.018 -0.335
C -5.578740 0.205203 -0.518780 0.007 0.046 -0.023 -0.674
C -4.242410 0.530594 -0.686598 0.045 -0.028 0.056 -0.472
N -3.256621 -0.135636 -0.092015 0.113 0.127 -0.075 0.539
H -5.044235 -2.436369 1.533721 0.011 0.014 -0.016 0.461
H -6.926519 -1.153272 0.465905 -0.002 -0.003 0.003 0.382
H -6.347694 0.784944 -1.014066 -0.004 -0.004 0.004 0.405
H -3.941114 1.370294 -1.307664 0.021 -0.016 -0.027 0.358
C 3.459953 0.732184 1.296248 0.074 0.071 0.011 -0.748
Si 1.701767 0.385195 1.893329 0.056 -0.078 -0.017 0.401
C 1.797607 -1.078737 3.087961 -0.020 0.010 0.035 -1.220
C 1.205207 1.862935 3.024726 -0.051 -0.009 0.037 0.424
C 2.118249 2.226881 4.025591 -0.017 -0.006 -0.009 -0.590
C 1.844380 3.213392 4.959937 -0.028 0.009 -0.018 -0.720
C 0.619279 3.868139 4.917276 0.020 -0.025 -0.011 -0.773
C -0.294538 3.528244 3.931951 -0.010 -0.001 -0.046 -0.474
C -0.033914 2.541629 2.969292 0.068 0.005 -0.026 0.520
Si -1.375335 2.234581 1.620361 0.002 -0.052 -0.020 0.128
C -2.942810 1.797944 2.600196 -0.045 -0.051 0.038 -1.133
C -1.722097 3.964739 0.917329 -0.023 0.043 -0.040 -1.315
H 4.139152 0.990417 2.116569 -0.014 -0.023 -0.012 0.424
H 3.451706 1.552062 0.572753 0.016 -0.039 0.051 0.166
H 3.850004 -0.158171 0.794282 -0.046 0.077 0.083 -0.103
H 2.278881 -0.774245 4.024418 0.003 -0.042 -0.015 0.514
H 2.358426 -1.906890 2.647559 -0.024 0.056 0.005 0.341
H 0.789858 -1.435030 3.320527 0.019 0.052 0.057 0.179
H 3.075940 1.714625 4.080585 -0.026 0.007 -0.006 0.238
H 2.578206 3.468334 5.717891 -0.005 -0.003 0.002 0.357
H 0.381038 4.638279 5.644599 0.002 -0.010 -0.012 0.345
H -1.246964 4.053461 3.907900 0.026 -0.009 -0.005 0.184
H -3.119551 2.528437 3.398711 -0.001 -0.018 -0.025 0.496
H -2.850690 0.807724 3.055773 0.012 0.042 -0.035 0.195
H -3.821055 1.787856 1.946324 0.044 -0.004 0.030 0.234
H -1.918111 4.684387 1.721748 -0.017 -0.015 -0.051 0.342
H -2.594271 3.939824 0.255619 0.031 -0.008 0.019 0.278
H -0.874880 4.327816 0.329914 -0.015 -0.018 0.036 0.324
C 0.115696 -5.290884 -1.303847 -0.089 0.011 -0.074 -1.025
N 1.280097 -4.735537 -0.676748 0.106 -0.056 0.161 0.309
C 2.639295 -5.033373 -1.036728 -0.036 -0.005 -0.005 -0.347
C 3.411439 -4.220972 0.017066 0.056 0.046 0.034 0.233
O 4.631276 -4.194945 0.054488 -0.064 0.020 0.013 -0.726
N 2.528149 -3.599369 0.847922 0.071 -0.101 -0.086 -0.326
C 1.307855 -3.954161 0.440536 -0.129 -0.008 -0.188 0.296
N 0.179605 -3.652497 1.067321 -0.307 0.438 0.277 -0.189
H 0.332969 -5.467405 -2.357887 -0.005 0.011 0.003 0.315
H -0.715443 -4.585588 -1.262145 0.043 0.043 -0.026 0.304
H -0.202995 -6.238636 -0.851843 0.033 -0.005 0.018 0.281
H 2.892786 -4.692048 -2.043523 -0.012 0.005 -0.006 0.300
H 2.886579 -6.096456 -0.945285 -0.007 0.003 -0.010 0.334
H 0.047460 -2.773453 1.584766 0.383 -0.317 -0.044 -0.068
H -0.711610 -3.910396 0.669690 0.047 -0.056 -0.054 0.170
C 3.809097 -1.414892 -1.872806 0.046 -0.002 -0.010 -0.750
C 3.395917 -0.094129 -2.444733 -0.138 0.101 0.027 0.659
C 3.943674 0.435076 -3.611017 0.016 -0.031 0.018 -0.828
C 3.464012 1.670966 -4.005180 -0.055 0.061 0.005 -0.307
N 2.521163 2.341930 -3.355904 -0.019 -0.067 -0.039 -0.556
C 2.024755 1.745939 -2.251338 0.077 0.040 0.201 -0.137
S 0.750388 2.533453 -1.355541 0.122 -0.241 -0.170 -0.535
N 2.458864 0.566345 -1.776687 -0.018 -0.102 -0.116 0.309
H 4.432705 -1.983435 -2.565180 -0.021 0.011 0.031 0.363
H 2.916805 -1.985568 -1.613224 -0.033 0.016 -0.013 -0.187
H 4.364309 -1.266801 -0.944183 -0.004 -0.052 -0.067 0.231
H 4.702636 -0.091053 -4.174779 0.001 0.008 -0.005 0.386
H 3.854816 2.150690 -4.900825 0.000 0.004 0.012 0.388
C -3.245575 3.214490 -4.979061 -0.022 0.031 -0.007 -1.114
Te -1.634488 3.166173 -3.533165 -0.127 0.003 -0.012 0.322
C -1.062537 1.242254 -4.235088 0.036 -0.067 -0.012 -0.671
H -3.893364 2.346512 -4.851390 0.025 0.031 0.005 0.308
H -2.845339 3.226677 -5.993473 -0.029 -0.001 0.025 0.286
H -3.831008 4.120790 -4.814072 0.017 -0.035 -0.022 0.305
H -1.019579 1.277054 -5.323326 0.014 -0.005 0.013 0.402
H -1.771947 0.490571 -3.895089 0.026 0.049 -0.012 0.260
H -0.084269 1.002519 -3.826732 -0.042 0.038 -0.001 -0.086
Br -0.498305 -1.361778 -1.684430 0.052 0.006 -0.094 -0.633
```
Forces are in eV/Å.